No. 1
46
Properties=species:S:1:pos:R:3:forces:R:3:mulliken_charge:R:1 method="wB97M-V/def2-TZVPD" total_charge=-1 e_lumo_ev=2.23 homo_ha=-0.028 gap_ev=3.00
C -3.560 -1.451 -2.817 0.1 -0.6 -0.6 -0.921
Ba -2.648 -1.482 -0.041 2.1 2.4 -3.0 -1.028
N -1.783 -1.940 2.038 1.6 0.4 1.8 0.080
N -4.837 -1.894 0.759 -2.1 -0.1 0.5 -0.648
H -1.590 -1.023 2.411 0.1 0.3 0.7 0.175
H -3.046 -2.101 -2.076 -0.5 0.0 -2.2 0.154
H -2.966 -1.368 -3.733 0.3 0.0 0.3 0.344
H -3.667 -0.420 -2.392 -0.5 -0.9 -0.5 0.259
H -4.453 -2.035 -3.142 0.2 1.0 0.7 0.293
H -5.091 -1.251 1.497 -0.3 0.2 0.4 0.227
H -4.986 -2.841 1.078 -0.2 -0.7 0.3 0.156
H -5.466 -1.732 -0.024 -0.4 0.0 -0.1 0.251
H -2.404 -2.458 2.586 -0.9 -1.1 1.4 0.005
H -0.928 -2.425 1.830 0.5 -0.6 0.3 0.117
C 3.695 2.355 -2.370 0.0 0.0 0.2 -1.381
C 2.846 1.117 -2.154 -0.2 -0.4 0.0 0.976
C 2.534 0.326 -3.261 0.0 0.0 0.0 -0.868
C 1.792 -0.838 -3.115 0.1 -0.1 0.2 -0.906
C 1.333 -1.217 -1.863 -0.1 0.1 0.0 -0.432
C 1.588 -0.433 -0.725 0.3 0.5 -0.5 -0.404
N 1.056 -0.898 0.505 -0.2 -0.4 0.4 0.428
C 0.618 -0.088 1.585 0.2 0.3 0.1 -1.192
C 0.927 -0.492 2.900 0.2 -0.1 -0.3 -0.232
C 0.595 0.300 3.986 -0.1 0.0 0.2 -0.621
C -0.055 1.514 3.790 -0.1 0.1 0.2 -0.604
C -0.394 1.924 2.504 0.0 -0.2 0.1 -0.561
C -0.090 1.125 1.394 0.1 -0.4 -0.4 1.759
C -0.599 1.621 0.024 -1.5 0.4 -0.8 0.009
O -0.362 2.791 -0.286 0.7 -0.2 0.4 -0.704
O -1.409 0.868 -0.642 0.8 -0.7 1.1 -0.451
C 2.391 0.745 -0.861 -0.2 -0.6 -0.1 1.521
C 2.855 1.587 0.308 0.3 0.2 0.3 -1.665
H 3.143 3.251 -2.036 0.3 -0.3 0.0 0.287
H 4.639 2.275 -1.801 -0.4 0.2 -0.1 0.299
H 3.959 2.493 -3.432 -0.2 -0.2 0.4 0.377
H 2.887 0.601 -4.259 -0.1 0.1 0.3 0.277
H 1.572 -1.455 -3.985 0.0 0.1 0.2 0.385
H 0.745 -2.133 -1.773 0.1 0.3 0.1 0.278
H 1.062 -1.926 0.659 0.1 1.3 -0.2 0.378
H 1.465 -1.432 3.065 -0.1 0.3 -0.2 0.364
H 0.852 -0.022 4.997 -0.1 0.0 -0.3 0.396
H -0.312 2.138 4.648 0.1 -0.2 -0.3 0.344
H -0.930 2.871 2.376 0.3 -0.4 -0.2 0.450
H 2.456 2.618 0.229 0.2 -0.5 0.1 0.296
H 2.607 1.200 1.304 -0.2 0.0 -0.5 0.222
H 3.960 1.636 0.316 -0.4 0.1 -0.2 0.513

No. 2
55
Properties=species:S:1:pos:R:3:forces:R:3:mulliken_charge:R:1 method="wB97M-V/def2-TZVPD" total_charge=-1 e_lumo_ev="1.84 / -0.72" homo_ha="-0.172 / -0.172" spin_multiplicity=2 gap_ev="6.51 / 3.95"
Ca 0.321 -0.511 1.948 0.8 -0.4 0.3 2.212
C 3.310 2.005 0.825 1.6 0.3 -0.4 -0.568
C 2.274 2.356 1.845 -1.1 2.4 0.7 0.397
O 2.204 3.525 2.296 0.7 -0.4 -0.5 -0.757
O 1.494 1.453 2.213 -0.5 -1.6 -0.1 -0.854
H 2.964 1.643 -0.143 -0.4 -0.8 0.4 -0.041
H 3.990 1.347 1.366 -0.1 -0.8 -0.5 0.213
H 3.991 2.801 0.522 -0.3 0.7 0.4 0.329
C -0.411 -0.785 6.440 1.0 -1.5 -0.6 -1.199
C -0.499 -0.776 4.900 0.2 4.0 1.8 1.081
O -0.812 -1.779 4.266 -0.3 -0.8 -1.0 -0.262
O -0.309 0.342 4.271 -0.4 -2.7 0.3 -0.570
H 0.537 -0.362 6.770 -0.2 0.8 -0.3 0.332
H -0.230 -1.826 6.707 -0.6 -0.3 0.2 0.361
H -1.265 -0.405 7.000 0.0 0.2 -0.5 0.294
C 3.067 -3.894 1.245 -0.6 0.5 -1.2 -1.085
C 2.105 -2.952 2.006 -0.7 -3.2 0.4 0.842
O 2.302 -1.760 1.950 1.9 4.7 -1.0 -0.820
O 1.118 -3.384 2.598 -0.7 -1.8 0.5 -0.653
H 2.790 -4.948 1.246 0.5 0.0 0.9 0.321
H 4.118 -3.611 1.297 0.1 -0.4 0.8 0.351
H 2.915 -3.679 0.187 -0.4 0.4 -0.4 0.155
C -3.577 -1.768 0.483 0.4 -0.8 -0.2 -0.572
C -2.509 -2.432 1.324 -3.7 -0.7 3.1 0.300
O -2.969 -3.220 2.194 0.5 -0.3 -0.7 -0.735
O -1.370 -2.007 1.337 3.3 1.3 -0.7 -0.609
H -4.490 -2.319 0.706 0.0 0.1 -0.5 0.306
H -3.185 -1.896 -0.525 -0.7 0.6 -0.4 0.172
H -3.694 -0.740 0.829 0.2 0.1 -0.4 0.068
C -0.271 -0.046 -4.962 -0.3 -0.7 0.6 -1.488
C 0.437 -0.813 -3.808 0.1 1.1 -1.7 0.288
C 1.913 -0.484 -3.704 0.3 -2.5 1.3 -0.457
O 2.029 -0.324 -2.259 6.0 0.6 -2.0 -0.392
C 0.946 -0.391 -1.638 -2.3 1.2 2.4 0.290
O 0.806 -0.275 -0.442 -0.1 -0.6 -1.7 0.066
O 0.000 -0.410 -2.567 -4.3 0.4 1.3 -0.260
H -1.342 0.010 -4.766 0.0 -0.1 0.1 0.301
H -0.162 -0.564 -5.915 0.2 -0.1 0.1 0.412
H 0.079 0.976 -5.109 0.3 0.0 0.3 0.358
H 0.310 -1.895 -3.814 -0.2 0.0 -0.7 0.316
H 2.363 0.289 -4.328 -0.2 0.2 0.6 0.383
H 2.365 -1.469 -3.817 0.9 0.5 -0.8 0.314
C -1.009 3.778 -2.499 0.5 -1.4 0.4 -1.284
C -2.007 3.178 -1.462 -1.9 2.9 -3.7 0.466
C -2.797 1.970 -1.958 0.4 0.6 0.2 -0.424
O -2.405 0.928 -1.062 1.5 0.6 1.4 -0.155
C -1.618 1.534 -0.043 1.2 -1.3 1.2 0.445
O -1.026 1.084 0.924 -2.9 0.3 -2.6 -0.520
O -1.497 2.833 -0.287 1.2 -0.1 2.1 -0.332
H -0.404 2.976 -2.921 0.2 -0.3 0.0 0.149
H -0.296 4.472 -2.054 -0.4 0.2 0.1 0.360
H -1.526 4.198 -3.362 -0.2 0.3 0.3 0.419
H -2.723 3.996 -1.379 -0.2 0.2 0.8 0.270
H -2.470 1.919 -2.997 -0.3 -1.3 -0.1 0.195
H -3.875 2.113 -1.874 0.1 -0.1 -0.1 0.271

No. 3
56
Properties=species:S:1:pos:R:3:forces:R:3:mulliken_charge:R:1 method="wB97M-V/def2-TZVPD" total_charge=+3 e_lumo_ev="-12.07 / -12.10" relative_energy_ev=1.264 homo_ha="-0.648 / -0.647" spin_multiplicity=2 gap_ev="5.55 / 5.50"
Ce -0.600 -0.070 -0.810 0.4 0.0 7.9 1.084
C -2.072 -1.400 2.184 0.0 0.8 0.2 -0.831
C -1.712 0.068 2.474 0.0 -0.7 0.1 -0.656
N -1.780 0.918 1.260 0.3 0.4 0.0 0.092
C -3.109 1.533 1.024 -0.4 0.0 -0.4 -0.992
C -4.184 0.562 0.538 0.3 0.2 -0.2 -0.625
S -3.615 -0.466 -0.878 0.2 0.0 0.4 0.042
C -3.745 -2.172 -0.224 0.2 0.0 -0.2 -0.717
C -2.408 -2.796 0.194 -0.3 -0.1 -0.3 -0.781
N -1.512 -1.843 0.888 0.5 -0.2 -0.1 -0.006
H -3.152 -1.519 2.155 0.0 0.0 0.0 0.327
H -1.703 -2.009 3.012 -0.1 -0.1 -0.1 0.437
H -0.690 0.102 2.854 -0.1 0.1 0.0 0.413
H -2.371 0.450 3.262 0.1 0.1 -0.1 0.426
H -1.163 1.719 1.438 -0.2 -0.2 0.0 0.082
H -2.973 2.309 0.262 0.0 0.0 0.1 0.448
H -3.477 2.019 1.936 0.1 0.0 -0.1 0.471
H -5.026 1.149 0.164 0.0 -0.1 0.1 0.528
H -4.546 -0.091 1.326 0.0 -0.1 0.0 0.380
H -4.176 -2.759 -1.038 0.0 0.0 0.1 0.490
H -4.477 -2.155 0.581 0.0 0.0 0.0 0.516
H -1.879 -3.162 -0.692 -0.1 0.0 0.1 0.339
H -2.632 -3.664 0.828 0.1 0.1 -0.1 0.503
H -0.652 -2.362 1.090 -0.2 0.1 0.0 0.328
O 0.655 1.733 -0.361 -1.5 -1.3 0.2 -0.264
N 1.756 2.450 -0.426 1.5 1.1 0.7 0.099
C 2.437 2.565 -1.573 0.5 0.2 -0.9 -0.023
C 3.594 3.310 -1.642 -0.2 -0.1 0.1 -0.960
C 4.075 3.944 -0.499 -0.2 -0.2 -0.1 -0.271
C 3.371 3.813 0.678 -0.3 -0.1 0.2 -0.754
C 2.192 3.070 0.708 0.2 -0.1 -0.7 0.743
S 1.231 2.889 2.112 -0.4 0.3 0.6 0.059
H 2.024 2.056 -2.432 0.0 0.0 0.1 0.525
H 4.113 3.397 -2.582 0.0 -0.1 -0.2 0.483
H 4.981 4.529 -0.526 0.1 0.1 0.0 0.465
H 3.700 4.279 1.594 0.1 0.1 0.1 0.451
F -1.120 -1.311 -2.448 -0.5 -0.9 -1.5 -0.261
P -0.716 -0.055 -3.631 0.2 -0.2 -4.3 1.524
F -0.241 1.183 -4.444 -0.3 -0.6 0.6 -0.304
F 0.003 -1.145 -4.476 -0.4 0.5 0.5 -0.308
F -2.146 -0.217 -4.222 0.9 0.1 0.4 -0.274
F 0.679 0.058 -2.624 0.2 0.1 -1.2 -0.213
F -1.387 1.008 -2.434 -0.7 1.0 -1.8 -0.302
N 1.699 -0.279 1.973 -0.2 0.2 0.0 -0.010
C 2.202 -1.086 0.993 0.0 -0.1 0.1 0.851
C 3.454 -1.703 1.143 -0.3 0.0 -0.3 -0.995
C 3.893 -2.569 0.170 -0.3 0.3 0.1 -0.433
C 3.065 -2.821 -0.925 -0.5 0.1 -0.2 -0.963
C 1.848 -2.187 -0.999 0.5 -0.5 -0.4 -0.164
N 1.402 -1.308 -0.072 0.1 0.2 0.1 0.328
H 2.340 -0.033 2.714 -0.1 0.1 0.0 0.317
H 1.088 0.481 1.684 0.5 -0.3 0.2 -0.531
H 4.050 -1.485 2.014 0.1 0.0 0.1 0.454
H 4.859 -3.041 0.246 0.1 -0.1 0.0 0.484
H 3.370 -3.498 -1.705 0.0 -0.1 -0.1 0.509
H 1.185 -2.389 -1.836 0.1 0.0 0.0 0.442

No. 4
63
Properties=species:S:1:pos:R:3:forces:R:3:mulliken_charge:R:1 method="wB97M-V/def2-TZVPD" total_charge=+1 e_lumo_ev=-2.60 relative_energy_ev=0.499 homo_ha=-0.455 gap_ev=9.79
C 5.223 -2.241 1.127 -0.2 0.3 0.3 -1.015
C 5.041 -0.718 1.445 0.3 -0.7 -1.4 -0.428
C 3.884 -0.124 0.611 -0.8 0.5 0.6 -1.057
C 2.560 0.070 1.409 0.3 0.4 -0.1 0.402
C 2.321 -1.000 2.477 -0.5 0.2 0.2 -0.486
C 0.828 -1.214 2.883 0.5 -1.6 -0.4 -1.243
C -0.098 -1.403 1.703 0.9 1.1 1.8 0.327
C -0.841 -0.388 1.216 -0.1 -0.8 -0.4 -0.532
N -1.517 -0.932 0.120 0.0 1.7 1.0 0.530
C -1.187 -2.187 0.000 -0.5 -1.4 -1.3 -0.622
N -0.320 -2.537 0.946 0.0 1.2 0.3 0.037
H 4.489 -2.594 0.394 0.0 0.1 0.1 0.340
H 5.097 -2.840 2.035 0.2 -0.1 -0.2 0.114
H 6.205 -2.425 0.683 -0.1 -0.1 0.3 0.318
H 5.972 -0.253 1.109 -0.2 0.2 0.4 0.422
H 4.927 -0.560 2.518 0.0 0.2 -0.2 0.266
H 4.138 0.845 0.163 0.1 -0.1 0.2 0.298
H 3.614 -0.762 -0.239 0.4 -0.1 0.1 0.444
H 1.768 0.124 0.650 -0.1 -0.1 0.3 0.051
H 2.537 1.051 1.924 0.1 -0.4 -0.3 0.038
H 2.840 -0.676 3.386 -0.1 -0.3 -0.1 0.457
H 2.745 -1.979 2.222 -0.1 0.2 -0.2 0.220
H 0.813 -2.163 3.441 -0.1 0.3 0.2 0.435
H 0.442 -0.454 3.565 0.0 0.1 -0.4 0.443
H -0.872 0.617 1.627 -0.3 -0.2 -0.6 0.429
H -2.144 -0.379 -0.474 0.2 -0.7 -0.1 -0.001
H -1.583 -2.824 -0.780 0.2 0.0 0.1 0.524
H 0.121 -3.434 1.081 -0.1 0.0 -0.1 0.277
C 1.079 3.853 0.910 0.2 -0.1 0.2 -0.113
Cl 0.190 3.223 2.303 -0.2 0.0 0.0 -0.077
Cl 2.790 3.940 1.311 0.0 0.1 -0.1 -0.101
Cl 0.812 2.855 -0.518 -0.1 -0.1 -0.1 -0.102
H 0.718 4.849 0.685 0.0 0.0 0.1 0.405
C -2.316 -0.010 -3.678 0.1 -0.2 -0.2 -0.086
Cl -2.992 0.651 -2.175 -0.2 0.4 -0.2 -0.214
Cl -1.701 -1.651 -3.426 0.4 0.3 -0.3 -0.092
Cl -3.523 0.012 -4.954 0.0 0.0 0.1 -0.075
H -1.488 0.620 -3.977 0.0 0.0 0.1 0.407
C -4.577 -3.604 -0.710 -0.3 -0.1 -0.1 0.152
Cl -4.358 -2.444 -2.033 -0.3 -0.3 0.4 -0.037
Cl -6.189 -3.468 -0.019 0.1 0.0 0.0 -0.104
Cl -4.266 -5.246 -1.269 0.1 0.1 0.0 -0.105
H -3.859 -3.371 0.067 0.0 0.0 0.0 0.130
C 7.334 -3.015 4.885 0.1 0.0 -0.1 -0.041
Cl 7.318 -4.208 3.584 0.0 0.0 0.1 -0.112
Cl 8.676 -1.891 4.686 0.0 0.0 0.0 -0.112
Cl 5.795 -2.143 4.954 0.0 0.0 0.1 -0.093
H 7.465 -3.539 5.823 0.0 0.0 0.0 0.356
C -0.451 4.562 6.340 0.1 0.1 -0.1 -0.015
Cl 1.204 4.925 6.821 -0.1 0.0 0.0 -0.109
Cl -0.936 5.563 4.969 0.0 0.0 0.1 -0.110
Cl -0.624 2.842 5.955 0.0 0.0 0.0 -0.106
H -1.106 4.788 7.172 0.0 0.0 0.0 0.345
C -3.659 1.703 -8.432 0.0 0.0 -0.1 0.615
Cl -3.722 0.521 -9.737 0.0 0.0 0.1 -0.111
Cl -2.314 2.820 -8.663 0.0 0.0 0.1 -0.119
Cl -5.187 2.581 -8.306 0.0 0.0 0.0 -0.139
H -3.503 1.173 -7.502 0.0 0.0 0.0 -0.254
C -8.621 2.898 -6.512 -0.1 0.0 0.0 0.597
Cl -9.840 2.856 -7.784 0.1 0.0 0.0 -0.111
Cl -8.762 4.376 -5.557 0.0 0.0 0.0 -0.119
Cl -8.743 1.471 -5.478 0.0 0.0 0.0 -0.126
H -7.645 2.890 -6.978 0.0 0.0 0.0 -0.209

No. 5
45
Properties=species:S:1:pos:R:3:forces:R:3:mulliken_charge:R:1 method="wB97M-V/def2-TZVPD" total_charge=+1 e_lumo_ev=-6.21 relative_energy_ev=0.810 homo_ha=-0.341 gap_ev=3.06
C -1.957 -4.873 2.044 1.0 1.5 -0.3 -0.960
N -0.799 -3.906 1.808 -1.3 0.5 -0.1 0.042
C -0.885 -2.767 2.567 0.8 2.3 -2.5 -0.403
C -0.421 -1.557 2.047 2.4 -1.3 -1.8 -0.429
C 0.473 -1.668 0.774 -1.0 1.3 1.5 1.191
C 0.412 -2.851 -0.006 2.2 -0.2 0.6 -0.520
C -0.211 -3.933 0.569 -0.5 0.8 1.4 -0.366
C 1.391 -0.531 0.324 -0.9 2.1 -0.9 1.046
C 1.574 0.701 1.131 -1.1 -5.2 -2.4 -0.701
C 2.301 1.738 0.708 -0.6 -1.8 -0.8 -0.237
N 2.760 1.655 -0.516 2.4 1.0 -2.2 0.146
C 2.636 0.588 -1.435 -2.9 1.1 4.7 -0.677
C 1.842 -0.482 -1.064 0.4 -1.7 1.6 -0.599
C 3.736 2.701 -0.939 -1.6 -1.1 -5.5 -1.145
H -1.545 -5.830 1.836 -0.4 -1.1 0.4 0.313
H -2.661 -4.521 1.338 -0.7 -0.4 -1.4 0.441
H -2.531 -4.621 2.932 1.0 -0.7 0.8 0.333
H -1.433 -2.664 3.482 -0.3 -1.0 0.3 0.384
H -0.603 -0.631 2.653 0.5 -0.9 -1.0 0.314
H 1.130 -3.153 -0.893 -1.8 1.3 1.8 0.228
H -0.205 -4.828 0.004 -0.4 -1.1 0.0 0.416
H 1.086 0.705 2.027 -0.8 0.2 2.4 0.569
H 2.498 2.490 1.397 0.6 1.8 0.3 0.465
H 2.795 0.764 -2.419 1.6 1.0 -3.2 0.481
H 1.731 -1.367 -1.803 0.0 1.9 1.4 0.152
H 3.452 3.113 -2.074 0.6 -1.1 2.8 0.215
H 4.599 2.128 -1.011 1.7 -1.5 -1.4 0.494
H 4.220 3.363 -0.334 -0.7 2.5 2.8 0.489
Cl 2.738 2.411 -4.708 0.0 -0.3 0.9 -0.694
C -3.733 0.521 0.865 -2.9 -1.1 1.0 -0.779
O -3.151 0.888 -0.384 -0.1 -2.0 2.6 -0.336
C -1.857 1.383 -0.107 -7.4 7.3 2.0 0.415
C -1.449 1.938 -1.332 10.9 -10.6 3.5 -1.145
O -0.206 2.504 -1.063 -0.1 -0.8 -0.5 -0.200
C 0.213 3.098 -2.271 -1.4 1.1 -0.6 -0.864
H -3.850 1.324 1.586 -0.7 1.4 -0.8 0.407
H -3.277 -0.071 1.672 1.6 -1.1 -1.2 0.189
H -4.745 -0.049 0.789 1.6 1.4 -0.6 0.335
H -1.169 0.807 0.196 4.6 -4.9 3.1 -0.342
H -2.044 2.327 0.618 0.7 -2.0 -0.7 0.293
H -2.142 2.380 -1.664 -8.9 7.0 -5.7 0.930
H -1.354 0.741 -1.729 0.1 3.3 -1.3 0.133
H 0.802 3.928 -2.012 1.9 0.5 0.1 0.261
H -0.687 3.654 -2.490 -0.3 0.2 -1.5 0.511
H 0.527 2.456 -3.114 0.2 0.2 0.7 0.205

Repeat the fifth record exactly.
45
Properties=species:S:1:pos:R:3:forces:R:3:mulliken_charge:R:1 method="wB97M-V/def2-TZVPD" total_charge=+1 e_lumo_ev=-6.21 relative_energy_ev=0.810 homo_ha=-0.341 gap_ev=3.06
C -1.957 -4.873 2.044 1.0 1.5 -0.3 -0.960
N -0.799 -3.906 1.808 -1.3 0.5 -0.1 0.042
C -0.885 -2.767 2.567 0.8 2.3 -2.5 -0.403
C -0.421 -1.557 2.047 2.4 -1.3 -1.8 -0.429
C 0.473 -1.668 0.774 -1.0 1.3 1.5 1.191
C 0.412 -2.851 -0.006 2.2 -0.2 0.6 -0.520
C -0.211 -3.933 0.569 -0.5 0.8 1.4 -0.366
C 1.391 -0.531 0.324 -0.9 2.1 -0.9 1.046
C 1.574 0.701 1.131 -1.1 -5.2 -2.4 -0.701
C 2.301 1.738 0.708 -0.6 -1.8 -0.8 -0.237
N 2.760 1.655 -0.516 2.4 1.0 -2.2 0.146
C 2.636 0.588 -1.435 -2.9 1.1 4.7 -0.677
C 1.842 -0.482 -1.064 0.4 -1.7 1.6 -0.599
C 3.736 2.701 -0.939 -1.6 -1.1 -5.5 -1.145
H -1.545 -5.830 1.836 -0.4 -1.1 0.4 0.313
H -2.661 -4.521 1.338 -0.7 -0.4 -1.4 0.441
H -2.531 -4.621 2.932 1.0 -0.7 0.8 0.333
H -1.433 -2.664 3.482 -0.3 -1.0 0.3 0.384
H -0.603 -0.631 2.653 0.5 -0.9 -1.0 0.314
H 1.130 -3.153 -0.893 -1.8 1.3 1.8 0.228
H -0.205 -4.828 0.004 -0.4 -1.1 0.0 0.416
H 1.086 0.705 2.027 -0.8 0.2 2.4 0.569
H 2.498 2.490 1.397 0.6 1.8 0.3 0.465
H 2.795 0.764 -2.419 1.6 1.0 -3.2 0.481
H 1.731 -1.367 -1.803 0.0 1.9 1.4 0.152
H 3.452 3.113 -2.074 0.6 -1.1 2.8 0.215
H 4.599 2.128 -1.011 1.7 -1.5 -1.4 0.494
H 4.220 3.363 -0.334 -0.7 2.5 2.8 0.489
Cl 2.738 2.411 -4.708 0.0 -0.3 0.9 -0.694
C -3.733 0.521 0.865 -2.9 -1.1 1.0 -0.779
O -3.151 0.888 -0.384 -0.1 -2.0 2.6 -0.336
C -1.857 1.383 -0.107 -7.4 7.3 2.0 0.415
C -1.449 1.938 -1.332 10.9 -10.6 3.5 -1.145
O -0.206 2.504 -1.063 -0.1 -0.8 -0.5 -0.200
C 0.213 3.098 -2.271 -1.4 1.1 -0.6 -0.864
H -3.850 1.324 1.586 -0.7 1.4 -0.8 0.407
H -3.277 -0.071 1.672 1.6 -1.1 -1.2 0.189
H -4.745 -0.049 0.789 1.6 1.4 -0.6 0.335
H -1.169 0.807 0.196 4.6 -4.9 3.1 -0.342
H -2.044 2.327 0.618 0.7 -2.0 -0.7 0.293
H -2.142 2.380 -1.664 -8.9 7.0 -5.7 0.930
H -1.354 0.741 -1.729 0.1 3.3 -1.3 0.133
H 0.802 3.928 -2.012 1.9 0.5 0.1 0.261
H -0.687 3.654 -2.490 -0.3 0.2 -1.5 0.511
H 0.527 2.456 -3.114 0.2 0.2 0.7 0.205